1.
Below is 2 unconnected molecules or ions with the total composition H4N2O2P, with properties calculated with wB97M-V/def2-TZVPD.

Its charge is -1. The value obtained for the molecular weight is 95.018 g/mol. As for the spin multiplicity: 1.

Geometry (Å):
N (0.931, -0.427, -0.969)
N (-2.279, 0.035, 0.027)
O (2.155, 1.066, 0.824)
O (3.518, -0.784, -0.305)
P (2.217, -0.067, -0.112)
H (0.143, -0.019, -0.536)
H (-1.581, 0.608, 0.199)
H (-1.925, -0.841, 0.403)
H (-3.177, 0.428, 0.468)

---

2.
Below is 2 unconnected molecules or ions with the total composition H4N2O2P, with properties calculated with wB97M-V/def2-TZVPD.

Its charge is -1. The value obtained for the molecular weight is 95.018 g/mol. As for the spin multiplicity: 1.

Geometry (Å):
N (-1.672, -0.051, 1.583)
N (-0.989, -0.704, 0.668)
O (0.371, -1.505, -1.403)
O (1.637, 1.436, -0.594)
P (-0.428, -0.264, -0.950)
H (-1.766, 0.848, 1.222)
H (1.833, 0.737, 0.073)
H (-0.741, -1.676, 0.865)
H (1.755, 1.179, -1.465)

---

3.
Below is 2 unconnected molecules or ions with the total composition H4N2O2P, with properties calculated with wB97M-V/def2-TZVPD.

Its charge is -1. The value obtained for the molecular weight is 95.018 g/mol. As for the spin multiplicity: 1.

Geometry (Å):
N (-0.880, -0.269, 0.223)
N (0.008, 0.712, 0.349)
O (1.443, -1.465, 0.241)
O (2.816, 0.789, 0.004)
P (1.551, -0.023, -0.136)
H (-0.548, -1.092, 0.778)
H (-1.823, -0.013, 0.561)
H (0.204, 1.229, 1.653)
H (1.178, 0.119, -1.477)

---

The most stable of them is 1.

---

1.
Below is a single CH5NO molecule, with properties calculated with wB97M-V/def2-TZVPD.

The value obtained for the molecular weight is 47.057 g/mol. As for the spin multiplicity: 1. As for the SMILES: NCO.

Geometry (Å):
N (0.389, 0.215, -1.066)
C (0.288, 0.060, 0.323)
O (-0.996, -0.674, 0.667)
H (0.190, -0.453, -1.793)
H (-0.235, 1.029, -1.235)
H (0.078, 1.113, 0.789)
H (1.081, -0.562, 0.694)
H (-0.796, -0.727, 1.620)

---

2.
Below is a molecular structure, CH5NO, with properties calculated with wB97M-V/def2-TZVPD.

The value obtained for the molecular weight is 47.057 g/mol. As for the spin multiplicity: 1.

Geometry (Å):
C (-1.538, 0.219, 0.305)
N (-0.486, 0.678, -0.281)
H (-1.772, 0.502, 1.346)
H (-2.217, -0.467, -0.219)
H (-0.156, -0.099, 0.468)
H (2.553, -0.493, -1.103)
H (1.402, 0.090, -0.313)
O (2.214, -0.430, -0.203)

---

The most stable of them is 1.

---

1.
Below is a molecular structure, C3H11N2S, with properties calculated with wB97M-V/def2-TZVPD.

Its charge is +1. The value obtained for the molecular weight is 107.202 g/mol. As for the spin multiplicity: 1.

Geometry (Å):
C (-1.596, 0.115, 0.780)
C (-0.473, -1.323, -0.791)
C (0.504, 0.650, -0.212)
N (0.701, 1.760, 0.523)
N (-0.336, -0.390, 0.288)
S (2.456, -0.628, 0.025)
H (-1.541, 0.792, 1.590)
H (-2.046, 0.669, -0.074)
H (-2.280, -0.639, 1.096)
H (0.436, -1.838, -0.852)
H (-1.278, -2.034, -0.733)
H (-0.633, -0.671, -1.684)
H (0.296, 0.826, -1.348)
H (1.146, 2.519, 0.125)
H (1.376, 1.423, 1.316)
H (0.309, -0.901, 1.020)
H (2.958, -0.330, -1.068)

---

2.
Below is a gas-phase ion, C3H11N2S (charge +1), with properties calculated with wB97M-V/def2-TZVPD.

Its charge is +1. The value obtained for the molecular weight is 107.202 g/mol. As for the spin multiplicity: 1. As for the SMILES: C[C@@H]([NH3+])[C@H](N)S.

Geometry (Å):
C (0.577, 0.134, -1.542)
C (0.578, -0.013, -0.029)
C (-0.714, -0.560, 0.550)
N (-0.998, -1.854, 0.180)
N (0.771, 1.338, 0.577)
S (-2.289, 0.720, -0.194)
H (-0.234, 0.788, -1.863)
H (1.527, 0.539, -1.890)
H (0.437, -0.833, -2.017)
H (1.390, -0.680, 0.287)
H (-0.812, -0.413, 1.622)
H (-1.836, -2.239, 0.589)
H (-0.973, -2.029, -0.816)
H (0.958, 1.275, 1.585)
H (-0.135, 1.830, 0.420)
H (1.544, 1.842, 0.127)
H (-2.911, 0.819, 0.975)

---

The most stable of them is 2.

---

1.
Below is 2 unconnected molecules or ions with the total composition C3H11N2S, with properties calculated with wB97M-V/def2-TZVPD.

Its charge is +1. The value obtained for the molecular weight is 107.202 g/mol. As for the spin multiplicity: 1.

Geometry (Å):
C (1.476, 0.747, 2.361)
N (1.368, 0.982, -1.297)
C (1.764, 1.069, -0.050)
N (1.100, 0.575, 0.959)
H (0.731, 1.366, 2.857)
H (2.440, 1.245, 2.412)
H (1.532, -0.220, 2.852)
H (0.580, 0.392, -1.552)
H (2.002, 1.274, -2.022)
H (2.681, 1.603, 0.169)
H (0.254, 0.063, 0.719)
C (-2.649, -1.094, 0.195)
S (-1.371, -1.029, -1.114)
H (-3.443, -1.769, -0.102)
H (-2.199, -1.396, 1.134)
H (-3.046, -0.085, 0.275)
H (-0.993, -2.312, -1.035)

---

2.
Below is 2 unconnected molecules or ions with the total composition C3H11N2S, with properties calculated with wB97M-V/def2-TZVPD.

Its charge is +1. The value obtained for the molecular weight is 107.202 g/mol. As for the spin multiplicity: 1.

Geometry (Å):
C (-1.945, -1.048, -1.197)
S (-0.945, 0.193, -0.346)
C (-2.029, 0.860, 1.012)
H (-2.459, -1.708, -0.487)
H (-2.657, -0.538, -1.837)
H (-1.298, -1.737, -1.733)
H (-1.315, 1.354, 1.666)
H (-2.463, -0.015, 1.477)
H (-2.664, 1.582, 0.525)
N (1.870, 0.786, 1.019)
C (2.606, 0.051, 0.235)
N (2.241, -0.479, -0.892)
H (0.877, 0.970, 0.926)
H (2.392, 1.371, 1.668)
H (3.644, -0.065, 0.519)
H (2.864, -1.120, -1.353)
H (1.281, -0.459, -1.203)

---

The most stable of them is 1.

---

1.
Below is 2 unconnected molecules or ions with the total composition CH6OS, with properties calculated with wB97M-V/def2-TZVPD.

The value obtained for the molecular weight is 66.125 g/mol. As for the spin multiplicity: 1. As for the SMILES: CS.O.

Geometry (Å):
S (-1.875, 0.451, 0.304)
C (-0.566, 1.742, 0.283)
H (-2.121, 0.871, 1.564)
H (0.422, 1.258, 0.375)
H (-0.691, 2.447, 1.123)
H (-0.593, 2.311, -0.661)
O (1.495, -2.839, -0.830)
H (1.606, -3.805, -0.981)
H (2.324, -2.437, -1.177)

---

2.
Below is 2 unconnected molecules or ions with the total composition CH6OS, with properties calculated with wB97M-V/def2-TZVPD.

The value obtained for the molecular weight is 66.125 g/mol. As for the spin multiplicity: 1. As for the SMILES: CS.O.

Geometry (Å):
C (-0.049, 0.893, -1.463)
S (-0.066, -0.877, -2.162)
H (-0.048, 1.493, -2.307)
H (-0.947, 0.919, -0.928)
H (0.770, 1.156, -0.570)
H (0.416, -1.591, -1.160)
H (-0.524, -1.095, 2.428)
H (0.374, -0.527, 3.526)
O (0.074, -0.371, 2.635)

---

3.
Below is 2 unconnected molecules or ions with the total composition CH6OS, with properties calculated with wB97M-V/def2-TZVPD.

The value obtained for the molecular weight is 66.125 g/mol. As for the spin multiplicity: 1. As for the SMILES: CS.O.

Geometry (Å):
S (-1.047, -0.389, 0.835)
C (0.386, 0.673, 0.376)
H (-1.211, 0.051, 2.101)
H (1.307, 0.351, 0.891)
H (0.241, 1.752, 0.555)
H (0.512, 0.509, -0.707)
O (0.073, -0.887, -1.716)
H (-0.843, -0.790, -1.368)
H (0.583, -1.270, -0.966)

---

The most stable of them is 1.

---

1.
Below is a molecular structure, C3H11N4, with properties calculated with wB97M-V/def2-TZVPD.

Its charge is +1. The value obtained for the molecular weight is 103.149 g/mol. As for the spin multiplicity: 1.

Geometry (Å):
C (1.942, -0.306, -0.050)
C (-1.764, 0.283, 0.469)
C (-0.799, -0.550, -0.319)
N (0.863, 0.338, -0.202)
N (3.176, 0.072, -0.037)
N (-0.428, -1.762, -0.046)
N (-1.779, 1.558, -0.250)
H (1.744, -1.408, 0.078)
H (-2.804, -0.182, 0.269)
H (-1.511, 0.400, 1.560)
H (-0.795, -0.254, -1.329)
H (3.870, -0.517, 0.455)
H (3.325, 1.019, -0.409)
H (0.004, -2.430, -0.752)
H (-0.720, -2.086, 0.910)
H (-2.521, 2.223, -0.097)
H (-1.624, 1.531, -1.253)
H (0.742, 1.410, -0.477)

---

2.
Below is 2 unconnected molecules or ions with the total composition C3H11N4, with properties calculated with wB97M-V/def2-TZVPD.

Its charge is +1. The value obtained for the molecular weight is 103.149 g/mol. As for the spin multiplicity: 1.

Geometry (Å):
C (-0.115, -3.255, -0.899)
C (0.245, -2.395, 0.049)
N (1.214, -1.355, -0.044)
H (0.426, -3.286, -1.838)
H (-0.869, -3.992, -0.680)
H (-0.287, -2.432, 0.999)
H (1.798, -1.513, -0.862)
H (1.847, -1.397, 0.753)
N (-0.754, 0.569, 0.805)
C (-0.402, 1.676, 0.162)
N (0.855, 1.785, -0.293)
N (-1.169, 2.774, 0.200)
H (-1.744, 0.400, 0.911)
H (-0.065, -0.205, 0.816)
H (1.347, 0.927, -0.497)
H (1.103, 2.607, -0.816)
H (-1.857, 2.860, 0.931)
H (-0.794, 3.638, -0.160)

---

3.
Below is a molecular structure, C3H11N4, with properties calculated with wB97M-V/def2-TZVPD.

Its charge is +1. The value obtained for the molecular weight is 103.149 g/mol. As for the spin multiplicity: 1.

Geometry (Å):
C (-0.657, -0.901, 0.467)
C (-2.793, 0.176, 0.330)
C (1.363, 1.449, 0.090)
N (-1.449, -0.043, -0.088)
N (2.323, -0.804, -1.142)
N (0.564, -1.054, 0.224)
N (1.217, -0.214, -0.708)
H (-1.160, -1.452, 1.156)
H (-3.189, 1.159, 0.221)
H (-2.875, 0.016, 1.440)
H (-3.534, -0.558, -0.115)
H (2.372, 1.399, 0.638)
H (1.343, 2.211, -0.690)
H (0.471, 1.439, 0.796)
H (3.189, -0.979, -0.455)
H (2.827, -0.549, -2.053)
H (1.128, -1.899, 0.663)
H (-1.143, 0.605, -0.774)

---

The most stable of them is 2.

---

1.
Below is 2 unconnected molecules or ions with the total composition C3H11N4, with properties calculated with wB97M-V/def2-TZVPD.

Its charge is +1. The value obtained for the molecular weight is 103.149 g/mol. As for the spin multiplicity: 1.

Geometry (Å):
C (0.457, 1.572, 1.720)
N (-1.351, -1.632, 1.587)
C (-0.524, -0.643, 1.294)
N (-0.528, 0.503, 1.908)
H (-0.053, 2.521, 1.798)
H (0.897, 1.479, 0.730)
H (1.219, 1.505, 2.493)
H (-1.862, -1.645, 2.457)
H (-1.221, -2.518, 1.125)
H (0.253, -0.799, 0.541)
H (-1.263, 0.661, 2.586)
N (-0.373, 0.268, -2.869)
C (0.909, -0.121, -2.625)
N (1.278, -0.660, -1.526)
H (-1.105, -0.192, -2.354)
H (-0.605, 0.504, -3.820)
H (1.596, 0.033, -3.455)
H (2.276, -0.832, -1.590)

---

2.
Below is a molecular structure, C3H11N4, with properties calculated with wB97M-V/def2-TZVPD.

Its charge is +1. The value obtained for the molecular weight is 103.149 g/mol. As for the spin multiplicity: 1.

Geometry (Å):
C (-1.804, -1.046, 0.619)
C (-1.332, -1.557, 1.930)
C (-0.719, -0.045, -0.264)
N (-2.789, -1.554, 0.113)
N (-1.260, 1.112, -0.554)
N (0.486, -0.432, -0.380)
N (2.498, 1.220, -0.966)
H (-0.853, -2.595, 1.645)
H (-2.180, -1.647, 2.520)
H (-0.686, -0.746, 2.381)
H (-3.152, -1.311, -0.717)
H (-2.207, 1.031, -0.730)
H (-0.733, 1.804, -1.084)
H (1.502, 0.378, -0.779)
H (0.803, -1.362, -0.073)
H (3.363, 0.829, -0.445)
H (2.796, 1.292, -1.937)
H (2.059, 2.125, -0.657)

---

The most stable of them is 1.